Here is a structure of composition C35H59CsI2N8O4PS2SeSi in a non-equilibrium geometry from OMol25. Energies are from wB97M-V/def2-TZVPD.

Element x y z (Å)
Cs1 -14.993260 -8.613374 17.370370
C1 -13.324671 -9.362973 24.460955
N1 -12.212114 -9.347290 23.497744
C2 -10.875506 -9.005105 23.981849
C3 -12.448667 -9.683000 22.169444
N2 -13.458687 -10.480868 21.810442
C4 -13.899222 -11.525205 22.562360
C5 -13.031519 -12.376083 23.305642
C6 -13.504372 -13.578788 23.803553
C7 -14.853421 -13.986274 23.617481
C8 -15.742558 -13.190974 22.883561
C9 -15.278913 -11.930259 22.351915
N3 -16.030027 -11.151217 21.517818
C10 -17.349369 -11.129290 21.429608
N4 -17.893491 -10.991743 20.190326
C11 -17.086417 -11.407260 19.046341
C12 -19.174216 -10.349455 19.916286
N5 -18.199600 -11.160825 22.504600
C13 -17.661734 -10.789944 23.805394
C14 -19.563600 -11.707138 22.519018
N6 -11.761488 -9.075982 21.153719
C15 -11.080334 -7.797412 21.232963
C16 -11.573897 -9.803975 19.942219
H1 -13.151322 -8.526074 25.174393
H2 -13.352535 -10.315525 25.024419
H3 -14.302776 -9.162269 23.983074
H4 -10.739021 -9.386526 25.013332
H5 -10.718621 -7.913999 24.015061
H6 -10.140741 -9.435155 23.287058
H7 -11.982873 -12.084650 23.434358
H8 -12.817643 -14.230160 24.372253
H9 -15.134990 -14.943762 24.061625
H10 -16.814884 -13.436943 22.865015
H11 -16.143568 -10.857393 19.061077
H12 -17.590200 -11.236377 18.097194
H13 -16.753615 -12.457590 19.049580
H14 -19.672702 -9.896022 20.786155
H15 -19.826482 -11.032323 19.369103
H16 -18.967364 -9.467178 19.264427
H17 -16.622533 -10.483728 23.717983
H18 -17.759345 -11.626098 24.542372
H19 -18.162485 -9.871003 24.224943
H20 -19.838877 -12.152698 21.562693
H21 -20.292476 -10.920717 22.790230
H22 -19.637438 -12.477061 23.323019
H23 -11.345788 -7.206565 22.115236
H24 -11.310653 -7.214955 20.345782
H25 -9.996856 -7.984837 21.170264
H26 -11.859918 -10.845667 20.083148
H27 -10.501655 -9.847347 19.621456
H28 -12.119398 -9.322245 19.091165
O1 -18.379448 -17.226854 14.585595
C17 -18.708114 -16.016383 13.936161
C18 -17.900232 -14.887658 14.573771
C19 -18.194951 -13.527389 14.280329
C20 -17.505016 -12.571156 14.981513
N7 -16.584992 -12.847475 15.902543
C21 -16.186930 -14.081415 16.092248
C22 -16.907941 -15.156203 15.510594
C23 -15.070456 -14.343503 17.006730
C24 -14.555343 -15.675974 17.038905
C25 -13.522971 -16.017352 17.892594
C26 -12.916032 -17.413853 17.845395
O2 -11.616615 -17.410350 17.275609
C27 -13.048326 -15.030851 18.733608
C28 -13.644886 -13.776566 18.680104
N8 -14.642001 -13.451523 17.885607
H29 -18.818209 -17.995596 14.188345
H30 -19.807577 -15.759646 14.031079
H31 -18.441959 -16.044803 12.860037
H32 -18.984125 -13.209252 13.559033
H33 -17.670546 -11.508131 14.785646
H34 -16.704248 -16.168700 15.857970
H35 -14.896302 -16.366423 16.278011
H36 -13.550811 -18.153357 17.331390
H37 -12.846888 -17.753522 18.916282
H38 -11.731125 -16.908668 16.451477
H39 -12.312575 -15.263567 19.503893
H40 -13.346352 -13.024066 19.401963
C29 -8.653466 -4.892843 15.231158
C30 -9.162428 -6.002255 16.127725
O3 -10.550959 -6.314090 15.708012
P1 -11.508778 -7.326782 16.435875
S1 -12.210840 -6.508671 18.120120
S2 -10.762209 -9.147292 16.566561
O4 -12.747851 -7.327927 15.363048
C31 -12.481943 -7.817402 13.958153
C32 -12.053798 -6.661874 13.091896
H41 -7.667463 -4.523509 15.532833
H42 -9.351701 -4.009028 15.302870
H43 -8.544155 -5.231983 14.179882
H44 -9.226090 -5.674095 17.171490
H45 -8.571713 -6.936913 16.051991
H46 -13.428945 -8.330297 13.722593
H47 -11.645193 -8.562621 14.049158
H48 -12.780330 -5.824440 13.015254
H49 -11.851990 -7.003853 12.078941
H50 -11.129866 -6.179096 13.462264
I1 -17.525546 -6.878184 19.120878
I2 -21.506673 -7.185671 19.891345
C33 -16.436119 -7.435212 11.432666
Si1 -16.301721 -9.197569 10.740692
C34 -14.617474 -9.387430 9.853239
C35 -17.717396 -9.279427 9.520932
Se1 -16.192778 -10.787300 12.315494
H51 -16.232353 -6.690598 10.621890
H52 -15.661723 -7.266366 12.208323
H53 -17.400866 -7.220324 11.900730
H54 -14.220246 -8.418028 9.556759
H55 -14.709076 -9.996595 8.959824
H56 -13.833579 -9.830646 10.517374
H57 -17.506999 -8.584612 8.688672
H58 -18.616795 -8.959848 10.038063
H59 -17.918986 -10.280840 9.111955

Forces on atoms 1 to 6 (eV/Å):
0.1 0.1 0.2
0.5 0.5 0.3
-0.1 0.3 -0.2
-0.5 0.1 -0.1
-2.6 -1.0 -0.4
2.2 2.0 0.1

total energy = -178300.535 eV
HOMO-LUMO gap (alpha / beta) = 3.590 / 1.303 eV
charge = -2
LUMO level (alpha / beta) = 2.76 / 0.47 eV
2S+1 = 2

Here is the molecule C4H10N2O from OMol25. Energies are from wB97M-V/def2-TZVPD.

Element x y z (Å)
C1 -0.417246 1.081902 -0.391448
C2 1.270688 -0.181538 1.555139
C3 -1.350373 1.540487 -1.504070
N1 0.540727 -0.936494 0.567377
C4 -0.290787 -0.428363 -0.376658
N2 0.663290 -2.339452 0.683540
O1 -0.884519 -1.170728 -1.137847
H1 1.293421 -2.686668 -0.041999
H2 -0.251376 -2.746119 0.485750
H3 -0.797684 1.409749 0.579083
H4 0.575430 1.517959 -0.525847
H5 0.599599 0.404177 2.187022
H6 1.992615 0.490443 1.086014
H7 1.802016 -0.898315 2.176039
H8 -2.335282 1.100880 -1.370397
H9 -0.969101 1.217937 -2.469369
H10 -1.441418 2.624143 -1.502329

Forces on atoms 1 to 6 (eV/Å):
-0.3 0.0 -0.3
0.0 0.3 0.1
0.1 -0.1 0.1
0.2 -0.7 0.1
0.2 0.0 0.2
-0.1 -0.1 0.0

total energy = -9337.448 eV
HOMO-LUMO gap = 10.000 eV
charge = 0
LUMO level = 0.83 eV
structure (SMILES) = CCC(=O)N(C)N

Here is a cluster of 2 separate species, C27H28F4NO2 in total in a non-equilibrium geometry from OMol25. Energies are from wB97M-V/def2-TZVPD.

Element x y z (Å)
F1 -2.083385 6.178165 -0.930170
C1 -2.176142 4.804454 -0.916472
C2 -3.445657 4.233730 -0.960209
C3 -3.470228 2.838821 -0.880263
F2 -4.711471 2.237311 -0.850952
C4 -2.329576 2.047604 -0.795927
C5 -1.025485 2.643277 -0.832343
C6 0.232205 1.925471 -0.862293
C7 1.471979 2.604911 -0.951357
C8 2.767432 2.114888 -0.825318
C9 3.981547 2.895362 -0.849657
C10 5.230018 2.208574 -0.869972
C11 6.420630 2.916470 -0.912701
F3 7.607252 2.215506 -0.931392
C12 6.474814 4.313227 -0.933332
C13 5.246633 4.978424 -0.907213
F4 5.267140 6.358469 -0.917441
C14 4.015724 4.323983 -0.864674
C15 -1.003600 4.066678 -0.840858
H1 -4.353580 4.830483 -1.010220
H2 -2.439198 0.975153 -0.661753
H3 0.192288 0.835124 -0.832883
H4 1.476155 3.664920 -1.205081
H5 2.925139 1.038406 -0.735233
H6 5.231462 1.122624 -0.849871
H7 7.423984 4.848387 -0.965056
H8 3.102070 4.915486 -0.825432
H9 -0.057620 4.591855 -0.779301
C16 -1.757090 1.158007 2.671700
O1 -1.673611 -0.225058 3.061053
C17 -2.081124 -1.028083 2.058545
O2 -2.681786 -0.601193 1.082333
C18 -1.716377 -2.474618 2.273635
C19 -2.655843 -3.103896 3.314521
C20 -3.037743 -4.480051 2.761861
C21 -2.328366 -4.617097 1.406284
N1 -1.801877 -3.283123 1.075892
C22 -0.880371 -3.116657 0.048110
C23 -0.759863 -2.007387 -0.778817
C24 -0.405926 -2.215655 -2.214661
C25 0.387205 -3.529804 -2.497474
C26 1.028397 -4.126986 -1.247524
C27 -0.089077 -4.388809 -0.252707
H10 -1.440330 1.736777 3.539146
H11 -1.078752 1.306519 1.824294
H12 -2.781083 1.395785 2.364460
H13 -0.675495 -2.487242 2.646683
H14 -2.101222 -3.159427 4.259954
H15 -3.551359 -2.480698 3.468631
H16 -2.714549 -5.278326 3.444040
H17 -4.124611 -4.564421 2.633340
H18 -1.518224 -5.349486 1.524847
H19 -2.995418 -5.013879 0.629119
H20 -1.130467 -1.026885 -0.485522
H21 -1.308618 -2.288751 -2.852752
H22 0.126950 -1.331018 -2.589873
H23 -0.330836 -4.264837 -2.895164
H24 1.135546 -3.383629 -3.284090
H25 1.565017 -5.051017 -1.492573
H26 1.764678 -3.438198 -0.818434
H27 0.348449 -4.792867 0.669330
H28 -0.706725 -5.215779 -0.650835

Forces on atoms 1 to 6 (eV/Å):
-0.1 -1.6 0.0
0.3 1.0 0.1
0.6 -0.5 0.1
-1.0 -0.5 0.1
1.8 0.7 -0.1
0.5 -0.3 -0.1

total energy = -44898.880 eV
HOMO-LUMO gap = 3.274 eV
charge = +1
LUMO level = -6.42 eV

> The lowest total energy belongs to which entry?

C35H59CsI2N8O4PS2SeSi